The following is a DFT calculation (the ωB97M-V functional and the def2-TZVPD basis) of a cluster of 14 separate species, C63H163N9O20 in total at a distorted geometry.

Atoms and positions in Å:
C (0.2552, 0.9834, 7.3809)
C (0.4249, 1.5295, 5.9308)
C (1.8602, 1.3258, 5.5988)
O (-0.4459, 0.8055, 5.0422)
H (-0.7866, 0.9437, 7.6990)
H (0.7182, 1.6808, 8.0790)
H (0.5205, -0.0504, 7.6023)
H (0.0691, 2.5595, 5.9028)
H (2.5329, 1.9817, 6.1515)
H (2.1324, 1.5691, 4.5718)
H (2.1475, 0.2867, 5.7598)
H (-0.1596, 0.8139, 4.1259)
C (-3.5795, 1.2689, 3.5066)
C (-4.3639, 0.1190, 2.8474)
C (-5.6109, -0.2256, 3.6017)
O (-4.5701, 0.4661, 1.4976)
H (-2.7592, 1.5680, 2.8542)
H (-3.0977, 1.1465, 4.4766)
H (-4.2393, 2.1190, 3.6801)
H (-3.8011, -0.8012, 2.6906)
H (-6.0993, -1.1175, 3.2092)
H (-6.4257, 0.4971, 3.6453)
H (-5.2854, -0.4945, 4.6066)
H (-5.1631, -0.2068, 1.1554)
C (2.6912, -1.8608, -1.1761)
C (2.1051, -3.1389, -1.8425)
C (1.0325, -3.7922, -0.9769)
O (1.5513, -2.9143, -3.1034)
H (2.0337, -0.9918, -1.2020)
H (3.6430, -1.6531, -1.6649)
H (2.9197, -1.9295, -0.1126)
H (2.8074, -3.9700, -1.9075)
H (0.6337, -4.7169, -1.3941)
H (0.2245, -3.0717, -0.8495)
H (1.4782, -4.1287, -0.0409)
H (2.2408, -2.8916, -3.7710)
C (4.0976, 5.5840, 2.8420)
C (3.4374, 6.6906, 3.6996)
C (2.0082, 6.2824, 4.1126)
O (4.3248, 6.8645, 4.7775)
H (4.4655, 4.8041, 3.5088)
H (5.0148, 5.9710, 2.3980)
H (3.4140, 5.2168, 2.0765)
H (3.4684, 7.6103, 3.1155)
H (2.0410, 5.5544, 4.9232)
H (1.5303, 5.7949, 3.2628)
H (1.3245, 7.0893, 4.3761)
H (4.1550, 7.6981, 5.2222)
C (-1.3030, -2.6276, 6.3814)
C (-2.8196, -2.2556, 6.1690)
C (-3.5712, -3.1062, 5.0987)
O (-3.4382, -2.5410, 7.4153)
H (-0.7685, -1.7771, 6.8047)
H (-0.9101, -2.8445, 5.3880)
H (-1.1895, -3.5462, 6.9569)
H (-2.9449, -1.2114, 5.8825)
H (-4.5938, -2.7293, 5.0802)
H (-3.4379, -4.1672, 5.3100)
H (-3.1580, -2.8734, 4.1173)
H (-3.4432, -1.7400, 7.9445)
C (-2.3220, 7.3481, -3.3647)
O (-2.1817, 6.0589, -3.7862)
C (-1.1586, 5.2956, -3.1854)
C (-0.7025, 4.3576, -4.2993)
N (-0.1681, 4.9652, -5.5043)
C (0.2490, 3.9986, -6.5272)
C (0.5719, 4.7678, -7.8096)
O (-0.5556, 5.6251, -8.1165)
C (-0.3337, 6.5735, -9.1600)
H (-1.6127, 8.0639, -3.7802)
H (-2.2280, 7.4996, -2.2894)
H (-3.2630, 7.7561, -3.7335)
H (-1.5413, 4.7221, -2.3412)
H (-0.3885, 5.9515, -2.7793)
H (-1.4659, 3.5999, -4.4758)
H (0.1883, 3.8418, -3.9408)
H (-0.8856, 5.5435, -5.9175)
H (-0.5759, 3.3155, -6.7297)
H (1.0909, 3.4216, -6.1446)
H (0.7044, 4.1792, -8.7173)
H (1.4416, 5.3736, -7.5550)
H (-0.3170, 5.9929, -10.0823)
H (0.6105, 7.1031, -9.0324)
H (-1.1835, 7.2535, -9.2198)
C (3.6987, 2.0708, -7.8468)
O (3.5464, 2.6159, -6.4905)
C (4.6517, 3.3653, -5.9780)
C (4.3359, 3.8446, -4.5384)
N (3.4887, 4.9930, -4.5827)
C (3.4899, 5.5894, -3.2393)
C (2.7512, 6.9514, -3.1776)
O (2.4894, 7.3045, -1.8116)
C (3.6903, 7.5424, -1.0841)
H (2.7146, 1.8118, -8.2374)
H (4.3099, 1.1862, -8.0255)
H (4.1881, 2.8275, -8.4600)
H (4.7609, 4.1946, -6.6769)
H (5.5738, 2.7905, -5.8910)
H (5.2880, 4.0735, -4.0596)
H (3.8942, 3.0777, -3.9021)
H (2.5710, 4.7821, -4.9480)
H (4.5188, 5.6758, -2.8901)
H (2.8493, 4.8784, -2.7176)
H (1.8284, 6.8800, -3.7533)
H (3.3705, 7.7076, -3.6599)
H (3.4916, 7.7345, -0.0297)
H (4.1885, 8.4414, -1.4469)
H (4.4130, 6.7293, -1.1526)
C (-2.3468, -6.0010, -1.5577)
O (-2.7020, -4.6330, -1.2347)
C (-2.7496, -3.7312, -2.3476)
C (-3.7921, -4.1501, -3.4210)
N (-5.1837, -4.3994, -2.8480)
C (-6.1813, -5.0887, -3.7180)
C (-7.3795, -5.4963, -2.8829)
O (-6.9091, -6.4668, -1.9257)
C (-7.6595, -6.2663, -0.7016)
H (-3.0250, -6.4881, -2.2584)
H (-2.3967, -6.4591, -0.5698)
H (-1.3212, -6.0126, -1.9264)
H (-1.7233, -3.7656, -2.7132)
H (-3.0326, -2.7213, -2.0507)
H (-3.3668, -5.0426, -3.8799)
H (-3.8343, -3.4192, -4.2285)
H (-5.1271, -5.0229, -2.0555)
H (-5.7570, -6.0270, -4.0753)
H (-6.4492, -4.4057, -4.5241)
H (-8.2217, -5.8782, -3.4599)
H (-7.7292, -4.5728, -2.4214)
H (-8.7262, -6.0676, -0.8045)
H (-7.2561, -5.3828, -0.2068)
H (-7.4400, -7.0913, -0.0239)
C (4.9576, -8.1885, 0.7957)
O (4.4529, -6.8135, 0.9029)
C (5.3780, -5.8200, 1.3427)
C (4.7148, -4.5168, 1.8624)
N (4.1374, -4.6458, 3.1797)
C (3.4853, -3.3825, 3.5584)
C (4.3417, -2.0744, 3.6825)
O (4.2803, -1.5215, 2.3842)
C (4.9771, -0.2833, 2.3161)
H (5.7287, -8.4986, 0.0905)
H (4.1731, -8.8880, 0.5068)
H (5.2518, -8.5204, 1.7914)
H (6.0087, -5.5519, 0.4951)
H (6.0660, -6.1823, 2.1065)
H (3.9296, -4.2042, 1.1741)
H (5.5309, -3.7976, 1.9322)
H (4.9538, -4.7334, 3.7679)
H (2.8776, -3.4605, 4.4599)
H (2.7289, -3.1758, 2.8012)
H (5.3057, -2.2685, 4.1526)
H (3.7650, -1.4100, 4.3260)
H (4.7273, 0.1301, 1.3389)
H (6.0424, -0.5137, 2.3240)
H (4.6728, 0.4163, 3.0946)
C (-6.9128, -4.8293, 2.9205)
O (-6.8061, -3.9226, 1.8347)
C (-5.5232, -3.5647, 1.4951)
C (-5.5592, -2.8773, 0.1031)
N (-6.1667, -1.5354, 0.1872)
C (-6.0682, -0.9332, -1.1741)
C (-6.8149, 0.4451, -1.3102)
O (-6.7979, 0.8019, -2.6507)
C (-6.8823, 2.2194, -2.9500)
H (-6.4220, -5.7944, 2.7949)
H (-7.9332, -4.9697, 3.2771)
H (-6.4894, -4.3828, 3.8203)
H (-4.8846, -4.4426, 1.3976)
H (-5.1219, -2.9308, 2.2858)
H (-6.3023, -3.4801, -0.4190)
H (-4.5814, -2.8893, -0.3785)
H (-7.1303, -1.4927, 0.4868)
H (-6.4891, -1.7452, -1.7669)
H (-4.9942, -0.9105, -1.3593)
H (-6.2140, 1.0525, -0.6334)
H (-7.8297, 0.3058, -0.9377)
H (-5.9592, 2.7333, -2.6818)
H (-7.7274, 2.6848, -2.4428)
H (-7.0217, 2.3621, -4.0216)
C (-1.7075, -2.5859, 1.3815)
O (-0.9536, -1.3924, 1.4155)
C (-0.0004, -1.3400, 2.5139)
C (0.9720, -0.1805, 2.2172)
N (0.3128, 1.1789, 2.2705)
C (1.1448, 2.2367, 1.6878)
C (0.3626, 3.5798, 1.6825)
O (1.1683, 4.6614, 1.2588)
C (1.4260, 4.8534, -0.1599)
H (-2.1734, -2.7750, 2.3485)
H (-1.1874, -3.5052, 1.1124)
H (-2.5426, -2.5084, 0.6852)
H (0.5559, -2.2567, 2.7091)
H (-0.5048, -1.1963, 3.4694)
H (1.4822, -0.3712, 1.2731)
H (1.7327, -0.2836, 2.9910)
H (-0.6044, 1.2547, 1.8545)
H (1.4353, 2.0625, 0.6517)
H (2.0382, 2.4165, 2.2858)
H (0.0122, 3.8469, 2.6796)
H (-0.5519, 3.5289, 1.0915)
H (0.5983, 5.1497, -0.8043)
H (1.7373, 3.8942, -0.5735)
H (2.2917, 5.4988, -0.3090)
C (-2.9104, 1.9657, -1.5180)
C (-1.8822, 0.9384, -1.0295)
C (-0.4338, 1.2635, -1.5517)
O (-0.2395, 1.1790, -3.0037)
C (1.0562, 1.4498, -3.4218)
N (-1.9725, 0.9864, 0.4061)
H (-3.8906, 1.7693, -1.0836)
H (-3.0063, 2.0099, -2.6029)
H (-2.5346, 2.9506, -1.2410)
H (-2.1520, -0.0811, -1.3051)
H (0.2417, 0.5442, -1.0887)
H (-0.1483, 2.2596, -1.2136)
H (1.0762, 1.5152, -4.5096)
H (1.6525, 0.6144, -3.0551)
H (1.4244, 2.3916, -3.0150)
H (-2.9468, 0.8625, 0.6418)
H (-1.4762, 0.1902, 0.7800)
C (-0.3438, -5.3094, 2.9467)
C (0.5238, -6.5142, 3.0606)
C (1.1809, -6.9468, 1.7223)
O (0.1701, -7.4453, 0.8796)
C (0.6690, -8.0533, -0.3242)
N (1.3584, -6.2107, 4.2338)
H (-1.0602, -5.4391, 2.1355)
H (0.2984, -4.4374, 2.8235)
H (-0.9353, -5.2591, 3.8609)
H (-0.1117, -7.3606, 3.3210)
H (1.9407, -7.7099, 1.8910)
H (1.6208, -6.0995, 1.1964)
H (1.2964, -7.4367, -0.9679)
H (-0.0721, -8.2752, -1.0921)
H (1.2104, -8.9480, -0.0167)
H (2.2392, -5.8696, 3.8762)
H (1.6025, -7.0711, 4.7032)
C (6.9432, 4.0689, 1.1981)
C (6.5052, 3.1908, 0.0600)
C (4.9557, 3.1536, -0.2644)
O (4.5584, 2.4961, -1.5003)
C (4.7219, 1.0416, -1.4995)
N (7.3288, 3.5721, -1.0795)
H (6.6383, 3.7867, 2.2058)
H (6.7373, 5.1158, 0.9755)
H (8.0260, 4.1821, 1.1443)
H (6.7346, 2.1504, 0.2905)
H (4.6300, 4.1889, -0.3647)
H (4.4470, 2.6882, 0.5798)
H (5.6620, 0.6861, -1.0776)
H (4.6258, 0.6965, -2.5289)
H (3.9761, 0.6647, -0.7996)
H (7.0543, 4.4974, -1.3772)
H (7.0049, 3.0932, -1.9077)

Maximum force ... 2.88 eV/A
Orbital gap ... 8.842 eV
LUMO level ... 0.4 eV
Energy ... -4495.25197 hartree